Record 1
{"formula": "C15H26F6NO3P2Pd", "method": "ωB97M-V with the def2-TZVPD basis set", "elements": ["Pd", "P", "C", "C", "N", "C", "C", "C", "C", "C", "P", "H", "H", "H", "H", "H", "H", "H", "H", "O", "H", "H", "O", "H", "C", "H", "H", "H", "C", "H", "H", "H", "C", "H", "H", "H", "C", "H", "H", "H", "C", "C", "O", "C", "F", "F", "F", "C", "F", "F", "F", "H", "H", "H"], "coordinates": [[-0.004058, -0.021572, 0.007719], [1.988072, -1.134036, 0.399249], [1.741614, -2.695562, -0.470628], [0.337857, -3.147004, -0.301170], [-0.613142, -2.196051, -0.236694], [-1.905066, -2.464132, -0.465532], [-2.339475, -3.791662, -0.551415], [-1.411227, -4.793263, -0.490486], [-0.058206, -4.501840, -0.360453], [-2.874924, -1.307122, -0.621528], [-1.974095, 0.193758, -1.192915], [0.713637, -5.259877, -0.331356], [-3.429693, -3.957721, -0.662192], [-1.734312, -5.848523, -0.530397], [-3.669575, -1.548540, -1.359077], [-3.368602, -1.051462, 0.323521], [2.076025, -2.658603, -1.909873], [2.484275, -3.461252, -0.144315], [1.878804, -1.299044, -3.054428], [2.175979, -2.278296, -3.032620], [2.742966, -2.817282, -3.602650], [0.934110, 0.091763, -2.164044], [1.436520, 0.047550, -2.987658], [0.888821, 0.354691, -3.675110], [-1.924790, 0.017140, -3.011358], [-2.953759, -0.113689, -3.374320], [-1.516283, 0.952903, -3.445467], [-1.326906, -0.852203, -3.301639], [-3.155455, 1.528539, -0.872075], [-2.711273, 2.474466, -1.224337], [-4.096607, 1.332915, -1.390881], [-3.324806, 1.595320, 0.224373], [2.233809, -1.269188, 2.183494], [2.942794, -2.084730, 2.399762], [2.652002, -0.327870, 2.577363], [1.288153, -1.450165, 2.689266], [3.505101, -0.418946, -0.251688], [3.723050, 0.513763, 0.273552], [4.323611, -1.133160, -0.078880], [3.407361, -0.214419, -1.323005], [1.171560, 2.378994, 2.212480], [-0.142443, 1.710185, 2.611618], [-0.415283, 0.491945, 2.093888], [-0.130498, 1.482655, 4.198381], [0.204584, 2.606433, 4.897361], [-1.302452, 0.998180, 4.666731], [0.824450, 0.556445, 4.505697], [-1.309534, 2.733161, 2.252135], [-1.246576, 3.877548, 2.994350], [-1.181432, 3.130322, 0.942006], [-2.556712, 2.212512, 2.368474], [2.005211, 1.787098, 2.612972], [1.209103, 3.394440, 2.631560], [1.235436, 2.423478, 1.116040]], "forces_ev_per_a": [[-0.025, -0.264, 0.700], [0.064, 0.595, -0.170], [0.436, -0.760, 0.472], [0.137, -0.759, -0.284], [-0.124, 0.767, -0.580], [-0.534, -0.823, 0.371], [-1.330, 1.492, -0.285], [0.729, -1.544, 0.369], [-0.054, 0.860, -0.104], [0.074, -0.101, -0.333], [-0.748, 0.282, -0.198], [-0.173, -0.079, -0.081], [0.938, -0.130, -0.010], [0.208, 0.682, -0.009], [0.401, -0.020, 0.477], [0.153, -0.069, -0.035], [-0.681, 0.631, 1.603], [-0.518, 0.386, 0.000], [0.614, -0.002, -1.050], [0.044, -1.648, 0.242], [-0.138, 0.974, -0.292], [-0.353, 0.284, 0.502], [1.304, -0.366, 1.016], [-1.121, 0.663, -1.413], [-0.319, 0.400, -0.040], [0.281, 0.025, -0.077], [-0.175, -0.562, 0.153], [-0.051, 0.158, 0.023], [0.132, 0.253, 0.265], [-0.308, -0.305, 0.195], [0.014, 0.099, 0.045], [0.107, 0.005, -0.760], [0.685, -0.444, 0.237], [-0.202, 0.241, 0.042], [-0.202, -0.357, -0.250], [-0.031, -0.023, -0.039], [0.433, -0.167, 0.008], [0.026, -0.089, -0.069], [-0.043, 0.278, -0.135], [0.084, -0.064, 0.240], [0.183, -0.123, 0.055], [-0.945, 0.703, 1.260], [0.207, -0.677, -1.069], [0.421, 0.021, 0.296], [-0.527, -0.924, -0.631], [0.801, 0.619, -0.426], [-0.590, 0.571, -0.360], [0.028, 0.582, 0.102], [-0.206, -1.140, -0.618], [-0.060, -0.429, 0.682], [1.025, 0.338, 0.063], [-0.204, 0.245, -0.167], [0.101, -0.322, -0.216], [0.035, 0.037, 0.284]], "nbo_charge": [0.6228, 1.0326, -0.9616, 0.2596, -0.5164, 0.2405, -0.2656, -0.1244, -0.2539, -0.7521, 0.8855, 0.2348, 0.2381, 0.2400, 0.2538, 0.2778, 0.4566, 0.2543, 0.5279, -0.9387, 0.5376, 0.4806, -0.9052, 0.5027, -0.9529, 0.2494, 0.2453, 0.2458, -0.9482, 0.2616, 0.2420, 0.2781, -0.9661, 0.2434, 0.2572, 0.2789, -0.9602, 0.2553, 0.2450, 0.2507, -0.6438, 0.1013, -0.6825, 0.9643, -0.3198, -0.3088, -0.3330, 0.9494, -0.3175, -0.3488, -0.3180, 0.2286, 0.2570, 0.2191], "spin_multiplicity": 3, "homo_energy_ev": [-11.17, -11.52], "lumo_energy_ha": [-0.0951, -0.1957], "charge": 1, "gap_ev": [8.59, 6.20]}

Record 2
{"formula": "C3H9N4", "method": "ωB97M-V with the def2-TZVPD basis set", "elements": ["C", "C", "C", "N", "N", "N", "N", "H", "H", "H", "H", "H", "H", "H", "H", "H"], "coordinates": [[1.582042, 0.261762, -1.282433], [1.487754, -0.068184, -0.014187], [0.432909, 0.439794, 0.848512], [0.782150, 1.274547, 1.797720], [-0.827267, 0.118623, 0.679179], [-1.131622, -1.057352, 0.117538], [-2.327818, -1.077365, -0.591052], [0.691229, 0.741590, -1.708140], [2.418407, 0.128474, -1.932013], [2.123523, -0.914736, 0.258343], [1.762996, 1.710335, 1.842166], [0.084581, 1.790483, 2.207570], [-1.559156, 0.549264, 1.065745], [-0.283666, -1.428619, -0.317716], [-3.048694, -0.706458, -0.012952], [-2.505538, -2.041295, -0.812043]], "forces_ev_per_a": [[-1.901, 1.357, -0.741], [1.179, -2.313, -0.269], [-0.546, 0.272, -0.398], [3.833, 0.758, -0.214], [4.048, -0.669, -1.837], [0.981, -2.865, 1.133], [0.214, 0.739, -2.255], [0.682, 0.557, -0.139], [0.327, -0.756, -0.163], [0.355, 0.785, 1.054], [-2.201, -1.134, -0.344], [-1.747, 1.412, 1.608], [-3.182, 2.250, 2.388], [-0.965, 0.039, -0.529], [-0.717, -0.160, 0.591], [-0.362, -0.271, 0.115]], "nbo_charge": [-0.2452, -0.3634, 0.4777, -0.7048, -0.3139, -0.2921, -0.6584, 0.2056, 0.2414, 0.2646, 0.4490, 0.4033, 0.4024, 0.3857, 0.3597, 0.3883], "smiles": "C=CC(=[NH2+])NNN", "homo_energy_ev": -12.06, "lumo_energy_ha": -0.1329, "charge": 1, "gap_ev": 8.44}

Record 3
{"formula": "C39H26Br2N5O7Sc", "method": "ωB97M-V with the def2-TZVPD basis set", "elements": ["Sc", "O", "C", "O", "C", "C", "C", "C", "C", "N", "C", "O", "O", "H", "H", "H", "C", "O", "C", "N", "C", "C", "C", "C", "C", "C", "C", "C", "C", "C", "C", "C", "N", "C", "N", "C", "C", "O", "C", "C", "C", "C", "C", "C", "H", "H", "H", "H", "H", "H", "H", "H", "H", "H", "H", "H", "H", "H", "H", "H", "H", "H", "H", "Br", "C", "C", "C", "Br", "C", "C", "C", "C", "N", "C", "C", "O", "H", "H", "H", "H"], "coordinates": [[0.330196, -0.054718, -0.438170], [0.602623, 2.614633, -3.702931], [0.515499, 1.662849, -2.947627], [0.708944, 1.642768, -1.672766], [0.058925, 0.308254, -3.479326], [-0.136714, -0.064622, -4.798937], [-0.636323, -1.339539, -5.045287], [-0.966798, -2.191306, -3.995623], [-0.756009, -1.730305, -2.708778], [-0.236133, -0.532120, -2.502944], [-1.126140, -2.432648, -1.408775], [-1.536964, -3.573732, -1.407793], [-0.978208, -1.648891, -0.382001], [0.094203, 0.630443, -5.593941], [-0.791356, -1.665121, -6.066411], [-1.386062, -3.175087, -4.150386], [-3.677679, 2.634663, -1.718091], [-3.071438, 3.144447, -0.499406], [-2.162194, 2.216196, -0.163183], [-1.930453, 1.250979, -0.943403], [-2.731559, 1.499297, -2.156073], [-3.436801, 0.275344, -2.677702], [-3.735666, 0.190532, -4.032504], [-4.406515, -0.914975, -4.534686], [-4.766228, -1.951374, -3.685348], [-4.463140, -1.873821, -2.333152], [-3.811445, -0.758846, -1.827342], [-1.479727, 2.366570, 1.131673], [-1.799901, 3.373307, 2.029708], [-1.163747, 3.380581, 3.259610], [-0.266364, 2.369594, 3.561007], [-0.011765, 1.412447, 2.591223], [-0.574434, 1.423462, 1.384558], [0.878259, 0.263760, 2.828327], [1.149202, -0.587448, 1.933155], [2.122557, -1.527071, 2.530786], [2.102150, -1.142050, 4.024158], [1.411025, 0.138769, 4.049816], [1.850202, -2.988734, 2.281070], [0.650700, -3.444708, 1.757143], [0.454550, -4.805869, 1.556917], [1.443164, -5.714009, 1.899381], [2.644323, -5.259918, 2.429994], [2.848973, -3.902397, 2.610837], [-4.675653, 2.272823, -1.469436], [-3.736478, 3.454564, -2.427890], [-2.052869, 1.867683, -2.930590], [-3.424710, 0.986650, -4.700580], [-4.631947, -0.973989, -5.592017], [-5.270718, -2.824314, -4.079060], [-4.710007, -2.693502, -1.671704], [-3.544280, -0.718863, -0.778804], [-2.536700, 4.114881, 1.758505], [-1.382832, 4.152195, 3.985172], [0.227888, 2.303438, 4.518978], [3.101646, -1.289525, 2.104938], [1.529403, -1.844555, 4.628638], [3.088924, -0.991013, 4.452781], [-0.123999, -2.753710, 1.458756], [-0.471820, -5.138680, 1.106502], [1.288519, -6.773300, 1.738359], [3.428955, -5.961888, 2.681969], [3.802197, -3.548099, 2.991702], [3.354310, -4.075742, -1.159511], [3.941637, -2.384258, -0.585511], [5.299325, -2.202293, -0.259545], [5.776116, -0.986325, 0.138036], [7.616354, -0.804184, 0.553682], [4.908355, 0.131849, 0.234907], [5.286022, 1.440588, 0.609429], [4.342755, 2.427568, 0.660442], [3.001545, 2.112025, 0.366360], [2.617169, 0.904286, 0.042707], [3.548546, -0.076179, -0.064870], [3.033850, -1.345761, -0.501209], [1.770315, -1.443491, -0.764495], [5.969571, -3.047347, -0.336504], [6.322192, 1.647675, 0.840632], [4.607529, 3.442387, 0.922703], [2.231857, 2.876320, 0.386348]], "forces_ev_per_a": [[0.130, 0.660, 0.289], [0.021, -0.020, 0.001], [-0.003, -0.001, -0.009], [0.007, 0.036, -0.149], [-0.015, -0.121, -0.099], [0.003, 0.034, 0.021], [-0.028, -0.031, -0.009], [0.022, 0.049, 0.031], [-0.057, -0.083, -0.118], [0.014, -0.064, 0.029], [0.001, 0.038, 0.131], [-0.044, 0.006, -0.035], [-0.052, -0.205, 0.062], [0.003, 0.006, 0.006], [0.003, 0.004, 0.000], [0.000, -0.001, -0.009], [0.002, 0.052, 0.024], [0.014, -0.007, -0.022], [0.007, 0.033, 0.011], [-0.046, -0.012, 0.013], [0.052, -0.048, -0.015], [-0.035, 0.023, 0.026], [-0.001, 0.011, -0.010], [0.012, 0.005, -0.003], [-0.006, -0.004, -0.009], [0.008, -0.010, 0.005], [0.014, -0.013, -0.006], [0.000, -0.032, -0.027], [-0.008, -0.007, 0.016], [-0.008, 0.020, 0.009], [-0.005, -0.036, -0.003], [-0.010, -0.021, -0.008], [0.058, 0.009, 0.004], [0.022, 0.037, 0.029], [-0.174, -0.246, 0.049], [0.005, -0.002, -0.071], [-0.008, 0.056, 0.022], [0.041, 0.002, -0.022], [0.004, 0.024, 0.029], [-0.009, -0.042, -0.012], [-0.018, 0.029, -0.008], [0.014, -0.009, 0.005], [-0.013, -0.008, -0.007], [0.019, 0.008, -0.005], [0.001, -0.022, -0.003], [-0.028, -0.014, -0.015], [0.032, 0.001, 0.022], [0.002, -0.002, -0.002], [-0.001, -0.001, 0.003], [0.002, -0.001, 0.007], [-0.002, 0.001, -0.002], [0.005, 0.008, -0.001], [0.001, -0.001, -0.001], [0.000, 0.001, -0.003], [-0.003, 0.005, 0.001], [-0.003, 0.019, 0.000], [-0.018, -0.009, -0.017], [-0.002, -0.041, 0.013], [-0.003, 0.054, -0.027], [0.007, -0.010, 0.007], [0.002, 0.004, -0.003], [-0.002, 0.003, 0.002], [-0.005, 0.006, -0.005], [-0.052, -0.026, -0.002], [0.166, 0.056, 0.003], [-0.028, -0.017, -0.013], [-0.076, 0.025, -0.003], [0.030, 0.004, 0.008], [0.096, -0.017, 0.007], [0.006, -0.018, 0.001], [-0.062, 0.000, -0.012], [0.043, 0.025, 0.034], [-0.100, -0.043, 0.025], [-0.049, 0.022, 0.010], [-0.103, 0.028, -0.006], [0.198, -0.167, -0.187], [0.001, 0.000, 0.001], [-0.001, 0.005, -0.001], [0.007, -0.002, -0.001], [-0.001, 0.001, 0.001]], "lowdin_charge": [1.0632, 0.0654, -0.5849, -0.1187, -0.1607, 0.0240, -0.0270, 0.0308, -0.1528, 0.0776, -0.5713, 0.0821, -0.1382, 0.1228, 0.1119, 0.1265, -0.0339, 0.0311, -0.3102, 0.1598, -0.2161, -0.1905, -0.0405, -0.0820, -0.0811, -0.0616, -0.0303, -0.1436, 0.0367, -0.0120, 0.0336, -0.1545, 0.1590, -0.3142, 0.1534, -0.2116, -0.0342, 0.0323, -0.1927, -0.0163, -0.0600, -0.0938, -0.0963, -0.0539, 0.1353, 0.1341, 0.1432, 0.1203, 0.1036, 0.1033, 0.1124, 0.1169, 0.1268, 0.1195, 0.1263, 0.1423, 0.1370, 0.1325, 0.0930, 0.1090, 0.1019, 0.1026, 0.1194, 0.8276, -0.5996, -0.1653, -0.6346, 0.7599, -0.1923, -0.0252, -0.0341, -0.1058, 0.0739, -0.1561, -0.4054, -0.1499, 0.0957, 0.0811, 0.1059, 0.1174], "homo_energy_ev": -7.52, "lumo_energy_ha": -0.0358, "gap_ev": 6.55}